ORCA calculation (wB97M-V/def2-TZVPD) on a cluster of 7 separate species, C28H42BN6O8 in total.

Atoms and positions in Å:
1 H 1.489 -4.278 -2.651
2 H -6.482 -6.731 0.944
3 O -0.587 -2.107 0.434
4 H 3.245 3.457 6.929
5 C 2.685 -3.399 -1.075
6 C 3.685 -2.245 -0.965
7 H 3.719 2.071 2.720
8 H -0.514 2.151 -5.644
9 N 4.110 -5.749 -3.315
10 C 0.181 4.191 4.630
11 H -1.716 1.161 -6.505
12 H 1.725 -3.073 -0.676
13 C 1.014 3.019 4.298
14 N 2.261 1.943 -3.946
15 O 0.126 -0.279 4.110
16 O 2.675 -0.356 2.539
17 H -0.480 -0.910 -6.098
18 C -5.671 3.895 -0.377
19 C 1.686 1.018 -4.305
20 H 5.901 1.575 0.710
21 H -3.951 -4.291 1.781
22 C -4.585 2.926 -0.156
23 C 4.838 1.714 0.930
24 H -3.585 1.141 -0.898
25 N -5.179 -2.092 -0.028
26 C 0.270 -0.342 2.924
27 H -1.596 0.965 -4.786
28 H 1.273 2.153 6.267
29 C 1.899 2.572 5.473
30 C 0.000 0.052 -5.904
31 C -1.332 -0.723 -1.257
32 H 3.280 -1.410 -1.541
33 O 1.225 -0.547 0.815
34 C 0.972 -0.189 -4.753
35 N -6.506 4.667 -0.510
36 H -4.161 -6.418 0.311
37 C -1.006 1.184 -5.674
38 H -2.984 -4.302 0.282
39 B -0.249 -0.681 0.761
40 H 1.744 3.383 3.564
41 N -0.502 5.070 4.903
42 C -4.794 -5.528 0.259
43 H -5.765 -5.813 2.196
44 C 4.694 2.347 2.321
45 C 3.394 -4.930 -2.954
46 H 3.959 -2.081 0.080
47 C -3.934 2.535 -2.537
48 H 0.544 0.278 -6.827
49 H -5.296 1.345 -1.259
50 H 4.698 4.227 3.307
51 H -6.762 -4.961 1.042
52 H 0.331 2.338 3.798
53 O -0.735 -0.349 2.080
54 H -2.864 2.741 -2.505
55 H 3.627 3.744 5.238
56 N 3.668 2.860 -1.092
57 H 3.941 4.355 1.782
58 H -4.118 1.905 -3.408
59 H 5.475 1.978 2.982
60 H 4.504 0.671 0.984
61 O -0.871 0.088 -0.335
62 C -3.995 -4.297 0.690
63 H 1.761 -0.874 -5.074
64 H -4.525 3.439 -2.681
65 H -5.085 -5.542 -0.793
66 C 2.804 3.683 5.960
67 C -1.211 -2.155 -0.718
68 H -4.836 2.518 0.830
69 H 3.052 -4.196 -0.425
70 C 4.789 3.875 2.272
71 O -1.464 -3.164 -1.319
72 H 5.717 4.282 1.875
73 H -3.681 3.514 0.043
74 H 0.468 -0.548 -3.857
75 H 2.678 -3.062 -3.240
76 C -4.329 1.857 -1.231
77 C 4.159 2.351 -0.192
78 H 2.326 4.661 6.005
79 O -1.782 -0.460 -2.327
80 C -4.665 -3.061 0.291
81 C 1.585 -0.458 2.083
82 H 4.698 -2.378 -1.372
83 C -6.024 -5.758 1.133
84 C 2.488 -3.856 -2.512
85 H 2.460 1.693 5.148

Properties
highest occupied orbital energy = -8.1 eV
net charge = -1
frontier orbital gap = 10.471 eV